Entry 1:
Below is C18H16BF6N2PRu as an isolated structure, with properties calculated with ωB97M-V/def2-TZVPD.

Results
Relative energy (zero: lowest compared OMol25 entry of this formula, charge and spin) (kJ/mol): 45.5
Charge: +2
2S+1: 1
Kohn-Sham gap (eV): 6.62

CARTESIAN COORDINATES (ANGSTROEM)
Ru: -0.194 0.594 -1.224
N: 1.904 -0.916 0.441
P: 0.313 -0.540 0.621
C: -0.039 1.245 0.889
C: -1.274 1.569 1.497
C: -1.722 2.868 1.465
C: -1.004 3.836 0.759
C: 0.220 3.538 0.175
C: 0.749 2.251 0.281
C: -0.504 -1.660 1.682
C: -1.243 -2.708 1.121
C: -1.850 -3.614 1.971
C: -1.719 -3.473 3.347
C: -0.980 -2.428 3.897
C: -0.366 -1.509 3.070
C: 2.597 -0.468 -0.687
C: 3.940 -0.757 -0.861
C: 4.579 -0.280 -1.986
C: 3.864 0.492 -2.895
C: 2.535 0.737 -2.649
N: 1.885 0.252 -1.568
H: 2.360 -1.582 1.051
H: -1.883 0.791 1.939
H: -2.662 3.124 1.935
H: -1.395 4.842 0.682
H: 0.800 4.320 -0.298
H: 1.777 2.067 0.008
H: -1.354 -2.805 0.050
H: -2.432 -4.426 1.558
H: -2.201 -4.186 4.002
H: -0.889 -2.330 4.970
H: 0.203 -0.689 3.493
H: 4.468 -1.341 -0.119
H: 5.626 -0.495 -2.149
H: 4.327 0.896 -3.783
H: 1.958 1.344 -3.328
F: -0.598 -0.842 -2.795
C: -0.821 0.459 -3.159
F: -0.048 0.856 -4.121
H: -1.883 0.684 -3.259
F: -2.116 1.017 -0.977
B: -3.670 -0.118 -1.242
F: -4.490 0.588 -0.494
F: -3.683 0.005 -2.574
F: -3.080 -1.210 -0.735


Entry 2:
Below is a 2-piece molecular cluster, C4H7IN overall at a distorted geometry, with properties calculated with ωB97M-V/def2-TZVPD.

Results
Relative energy (zero: lowest compared OMol25 entry of this formula, charge and spin) (kJ/mol): 325.9
Charge: +1
2S+1: 3
Kohn-Sham gap (spin up / spin down) (eV): 8.00 / 6.76

CARTESIAN COORDINATES (ANGSTROEM)
C: 0.318 1.371 -0.212
C: 0.758 1.718 -1.339
C: -0.647 2.257 -0.792
C: 0.059 -0.948 1.509
N: 0.110 -2.260 0.893
I: 1.728 1.294 -3.131
H: -1.464 1.810 -1.380
H: -0.796 3.280 -0.495
H: -1.029 -0.626 1.815
H: 0.732 -0.121 1.044
H: -0.845 -2.653 0.678
H: 0.603 -2.964 1.472
H: 0.473 -2.157 -0.062


Entry 3:
Below is C33H36BCl3N3O2P2Se2W as an isolated structure at a distorted geometry, with properties calculated with ωB97M-V/def2-TZVPD.

Results
Relative energy (zero: lowest compared OMol25 entry of this formula, charge and spin) (kJ/mol): 76.3
Charge: +3
2S+1: 1
Kohn-Sham gap (eV): 5.79

CARTESIAN COORDINATES (ANGSTROEM)
W: 0.359 0.261 -0.641
O: 2.544 1.152 -1.322
C: 3.805 1.368 -0.656
C: 3.745 2.431 0.434
C: 5.135 2.469 1.099
O: 5.067 3.399 2.156
C: 2.731 2.075 1.518
Se: 0.900 2.372 0.892
C: 3.440 3.841 -0.096
Se: 1.548 4.119 -0.537
H: 2.541 1.617 -2.168
H: 4.548 1.643 -1.406
H: 4.108 0.415 -0.227
H: 5.878 2.755 0.348
H: 5.388 1.467 1.463
H: 5.940 3.540 2.540
H: 2.850 2.730 2.376
H: 2.801 1.040 1.849
H: 3.995 4.061 -1.009
H: 3.693 4.578 0.658
C: -2.582 -1.667 2.335
N: -1.600 -1.154 1.365
P: -1.960 -0.451 -0.129
C: -2.942 -1.558 -1.114
C: -2.418 -2.160 -2.263
C: -3.200 -3.050 -2.985
C: -4.489 -3.337 -2.558
C: -5.013 -2.731 -1.419
C: -4.249 -1.832 -0.695
C: -2.919 1.033 0.191
C: -2.631 1.817 1.313
C: -3.286 3.026 1.501
C: -4.222 3.455 0.568
C: -4.505 2.681 -0.553
C: -3.850 1.474 -0.751
P: 0.049 -0.890 1.581
C: 0.556 -1.435 3.185
C: 0.892 -2.781 3.359
C: 1.247 -3.218 4.623
C: 1.285 -2.323 5.689
C: 0.961 -0.983 5.509
C: 0.598 -0.530 4.252
C: 0.852 -1.954 0.362
C: 2.152 -1.536 0.003
C: 2.835 -2.204 -1.026
C: 2.230 -3.249 -1.684
C: 0.944 -3.680 -1.311
C: 0.253 -3.039 -0.311
H: -3.019 -2.598 1.976
H: -3.370 -0.933 2.500
H: -2.086 -1.862 3.282
H: -1.417 -1.928 -2.595
H: -2.805 -3.518 -3.878
H: -5.100 -4.031 -3.123
H: -6.023 -2.957 -1.098
H: -4.670 -1.341 0.176
H: -1.939 1.464 2.066
H: -3.079 3.623 2.381
H: -4.747 4.390 0.723
H: -5.250 3.013 -1.267
H: -4.073 0.875 -1.627
H: 0.871 -3.476 2.528
H: 1.501 -4.259 4.778
H: 1.574 -2.676 6.672
H: 0.992 -0.297 6.346
H: 0.339 0.514 4.106
H: 2.710 -0.917 0.690
H: 3.850 -1.921 -1.279
H: 2.763 -3.770 -2.471
H: 0.502 -4.536 -1.806
H: -0.732 -3.379 -0.016
B: 0.854 -0.788 -5.041
C: 0.757 -0.661 -3.554
N: 0.643 -0.557 -2.388
H: 1.832 -0.138 -5.377
H: 0.896 -1.963 -5.329
H: -0.152 -0.224 -5.457
Cl: -1.681 4.987 -2.250
C: -1.440 3.595 -3.301
Cl: -0.215 3.888 -4.513
Cl: -2.931 3.046 -4.003
C: -0.904 2.534 -2.420
N: -0.458 1.741 -1.739


Entry 4:
Below is C29H23Cl2F6N4O7Os as an isolated structure, with properties calculated with ωB97M-V/def2-TZVPD.

Results
Charge: +1
2S+1: 5
Kohn-Sham gap (spin up / spin down) (eV): 8.25 / 6.18

CARTESIAN COORDINATES (ANGSTROEM)
Os: 0.341 0.798 0.866
O: 2.049 2.430 6.241
C: 1.321 1.328 6.302
O: 1.176 0.694 7.307
C: 0.649 0.872 5.032
C: -0.247 -0.196 4.959
Cl: -0.758 -1.259 6.156
N: -0.665 -0.333 3.686
N: -0.075 0.614 2.918
C: 0.715 1.335 3.724
C: 1.478 2.441 3.064
O: 2.073 3.272 3.713
O: 1.393 2.415 1.765
C: -1.707 -1.182 3.171
C: -2.968 -1.122 3.742
C: -3.968 -1.936 3.234
C: -3.705 -2.787 2.167
C: -2.438 -2.825 1.602
C: -1.428 -2.023 2.111
H: 2.067 2.834 5.340
H: -3.175 -0.437 4.553
H: -4.956 -1.899 3.672
H: -4.488 -3.426 1.784
H: -2.223 -3.496 0.781
H: -0.426 -2.075 1.717
C: 3.139 -2.504 1.537
C: 2.413 -1.631 0.516
O: 1.609 -0.719 1.193
C: 3.474 -0.877 -0.361
F: 4.659 -1.476 -0.343
F: 3.101 -0.771 -1.655
F: 3.643 0.369 0.096
C: 1.552 -2.557 -0.373
F: 0.637 -1.869 -1.091
F: 2.292 -3.265 -1.223
F: 0.859 -3.420 0.382
H: 3.856 -1.899 2.086
H: 3.667 -3.325 1.056
H: 2.405 -2.902 2.233
Cl: -1.245 3.944 -0.632
C: -1.935 2.591 -1.482
C: -2.271 2.741 -2.815
C: -2.771 1.656 -3.521
C: -2.952 0.435 -2.885
C: -2.625 0.305 -1.544
C: -2.100 1.375 -0.819
C: -1.719 1.186 0.605
H: -2.127 3.698 -3.299
H: -3.007 1.767 -4.570
H: -3.345 -0.411 -3.431
H: -2.763 -0.646 -1.041
H: -2.230 0.328 1.040
H: -1.886 2.071 1.223
O: -1.143 -2.098 -5.157
C: -0.018 -1.465 -5.744
N: 0.610 -0.680 -4.719
C: 0.437 0.664 -4.635
O: -0.123 1.349 -5.461
C: 1.010 1.290 -3.391
C: 1.904 2.350 -3.462
C: 2.353 2.926 -2.288
C: 1.885 2.456 -1.079
N: 0.999 1.438 -1.013
C: 0.576 0.866 -2.158
H: -1.613 -2.594 -5.837
H: -0.306 -0.785 -6.545
H: 0.696 -2.203 -6.115
H: 1.035 -1.168 -3.946
H: 2.225 2.718 -4.428
H: 3.053 3.748 -2.293
H: 2.200 2.887 -0.142
H: -0.146 0.070 -2.074


Entry 5:
Below is a 2-piece molecular cluster, C7H12 overall at a distorted geometry, with properties calculated with ωB97M-V/def2-TZVPD.

Results
Relative energy (zero: lowest compared OMol25 entry of this formula, charge and spin) (kJ/mol): 476.6
Charge: 0
2S+1: 1
Kohn-Sham gap (eV): 8.51

CARTESIAN COORDINATES (ANGSTROEM)
C: -0.587 2.026 -0.336
C: 0.812 -1.843 0.190
C: -2.115 -0.681 0.133
C: 0.041 0.657 -0.303
C: 1.358 0.437 -0.131
C: -0.719 -0.557 -0.415
C: 2.532 0.712 0.390
H: -0.557 -1.090 -1.342
H: 0.150 2.816 -0.182
H: -1.335 2.155 0.453
H: -1.088 2.236 -1.284
H: 1.712 -1.991 -0.401
H: 0.168 -2.705 0.022
H: 1.002 -1.710 1.250
H: 3.411 0.127 0.139
H: 2.685 1.580 1.026
H: -2.326 0.042 0.923
H: -2.854 -0.527 -0.664
H: -2.290 -1.684 0.532


Number 1: calculated total energy -1864.88729 Eh. Number 2: calculated total energy -508.51339 Eh. Number 3: calculated total energy -8550.95718 Eh. Number 4: calculated total energy -3474.67142 Eh. Number 5: calculated total energy -273.72703 Eh.